Entry 1:
67
Properties=species:S:1:pos:R:3:mulliken_spin:R:1 method="wB97M-V/def2-TZVPD" s_squared=0.77 multiplicity=2 charge=-2 de_lowest_ev=0.000 mol_weight_g_mol=738.23 homo_energy_ha="0.0215 / 0.0215" fmax_ev_per_a=0.78 orbital_gap_ev="3.62 / 3.62"
Hg 0.49 -0.29 -1.16 0.00
C 2.14 -2.08 3.01 0.22
C 1.92 -1.07 3.96 -0.03
C 1.24 0.07 3.62 0.07
C 0.74 0.24 2.29 0.11
N 0.97 -0.76 1.37 0.14
C 1.63 -1.84 1.73 -0.10
C -0.04 1.35 1.89 0.09
C -0.30 2.47 2.75 0.10
C -1.21 3.41 2.38 -0.03
C -1.89 3.29 1.14 0.25
C -1.54 2.22 0.33 -0.05
N -0.65 1.30 0.65 0.14
C -2.22 2.05 -1.01 -0.05
C -2.98 3.06 -1.60 0.00
C -3.60 2.81 -2.81 0.01
C -3.45 1.58 -3.42 -0.01
C -2.66 0.63 -2.77 0.00
N -2.08 0.87 -1.60 -0.01
H 2.68 -2.99 3.24 0.02
H 2.29 -1.18 4.98 0.00
H 1.07 0.84 4.37 0.04
H 1.77 -2.58 0.94 0.00
H 0.23 2.57 3.69 0.04
H -1.41 4.25 3.03 0.00
H -2.66 4.00 0.87 0.02
H -3.06 4.03 -1.13 -0.01
H -4.18 3.59 -3.29 0.00
H -3.91 1.35 -4.37 0.00
H -2.47 -0.35 -3.20 0.00
F -0.75 -2.57 -2.72 0.00
C -0.63 -2.21 -1.38 0.00
F -0.02 -3.30 -0.81 0.00
F -1.93 -2.29 -0.93 0.00
S -2.54 -0.84 2.03 0.01
C -2.16 -2.36 2.53 -0.01
N -1.05 -2.59 3.29 0.01
C -0.84 -3.79 4.07 0.01
C -1.35 -4.99 3.29 0.00
C -2.78 -4.72 2.85 0.00
N -2.81 -3.48 2.10 0.00
H -0.57 -1.74 3.57 -0.01
H -1.35 -3.73 5.04 0.00
H 0.23 -3.88 4.27 -0.01
H -1.31 -5.88 3.92 0.00
H -0.72 -5.15 2.41 0.00
H -3.44 -4.69 3.73 0.00
H -3.14 -5.52 2.20 0.00
H -3.62 -3.26 1.56 0.00
C 4.45 -0.30 -3.73 0.00
C 3.80 1.05 -3.74 0.00
C 4.28 2.06 -4.55 0.00
C 3.71 3.34 -4.59 0.00
C 2.62 3.55 -3.74 0.00
C 2.09 2.58 -2.91 0.00
C 0.94 2.92 -2.01 0.00
C 2.63 1.22 -2.88 0.00
N 2.25 0.18 -2.17 0.01
H 5.32 -0.32 -4.40 0.00
H 3.74 -1.08 -4.02 0.00
H 4.77 -0.58 -2.72 0.00
H 5.15 1.85 -5.18 0.00
H 4.09 4.12 -5.23 0.00
H 2.16 4.54 -3.71 0.00
H 0.78 4.00 -1.99 0.00
H 1.12 2.58 -0.99 0.00
H 0.01 2.44 -2.33 0.00



Entry 2:
18
Properties=species:S:1:pos:R:3:mulliken_spin:R:1 method="wB97M-V/def2-TZVPD" s_squared=0.76 multiplicity=2 charge=+2 de_lowest_ev=0.588 mol_weight_g_mol=99.16 homo_energy_ha="-0.7320 / -0.7388" fmax_ev_per_a=2.07 orbital_gap_ev="10.02 / 7.71"
C 1.36 1.12 -0.07 0.02
C 0.92 -0.15 -0.86 0.03
C -0.12 -0.84 -0.04 0.28
C 0.27 -1.81 0.90 0.43
C -2.41 -1.17 -0.05 0.11
N -1.37 -0.41 -0.28 0.06
N 0.17 2.07 0.08 0.00
H 1.71 0.96 0.94 0.00
H 2.19 1.56 -0.61 0.00
H 1.71 -0.87 -1.06 0.01
H 0.57 0.24 -1.82 0.00
H 1.25 -2.27 0.97 0.03
H -0.35 -2.26 1.66 0.02
H -2.30 -2.17 0.35 0.00
H -3.36 -0.84 -0.48 0.00
H 0.10 2.30 1.07 0.00
H 0.28 2.97 -0.41 0.00
H -0.62 1.59 -0.31 -0.01



Entry 3:
68
Properties=species:S:1:pos:R:3:mulliken_spin:R:1 method="wB97M-V/def2-TZVPD" s_squared=0.76 multiplicity=2 charge=+3 de_lowest_ev=0.694 mol_weight_g_mol=720.83 homo_energy_ha="-0.6427 / -0.6434" fmax_ev_per_a=1.11 orbital_gap_ev="5.66 / 5.96"
Re -0.27 -0.03 0.19 0.90
C 1.11 0.13 2.24 0.02
C 0.55 1.35 1.84 0.02
C 1.03 2.03 0.69 -0.05
C 2.06 1.45 -0.05 0.05
C 2.61 0.23 0.35 0.01
C 2.15 -0.44 1.50 0.06
H 0.74 -0.35 3.14 0.00
H -0.23 1.82 2.44 0.00
H 0.59 2.98 0.41 0.00
H 2.43 1.94 -0.95 0.00
H 3.40 -0.22 -0.24 0.00
H 2.59 -1.38 1.79 0.00
C -3.59 -0.89 -0.14 0.02
C -3.63 0.62 0.04 -0.01
P -2.08 1.40 -0.49 -0.04
C -2.01 3.01 0.30 0.00
C -2.29 3.14 1.66 0.00
C -2.22 4.39 2.27 0.00
C -1.89 5.51 1.51 0.00
C -1.63 5.39 0.16 0.00
C -1.69 4.14 -0.46 0.00
C -2.09 1.57 -2.28 0.01
C -0.91 1.92 -2.94 0.01
C -0.91 2.12 -4.31 0.00
C -2.09 1.97 -5.03 0.00
C -3.26 1.62 -4.39 0.00
C -3.27 1.42 -3.01 0.01
P -2.09 -1.61 0.58 -0.03
C -1.86 -3.25 -0.05 0.01
C -1.91 -3.45 -1.44 0.00
C -1.76 -4.73 -1.95 0.00
C -1.56 -5.80 -1.09 0.00
C -1.53 -5.61 0.28 0.00
C -1.68 -4.34 0.81 0.01
C -2.15 -1.51 2.37 0.01
C -3.25 -0.94 3.03 0.00
C -3.32 -0.97 4.41 0.00
C -2.30 -1.57 5.14 0.00
C -1.21 -2.15 4.50 0.00
C -1.13 -2.12 3.12 0.00
H -3.60 -1.17 -1.20 0.00
H -4.46 -1.38 0.31 0.00
H -3.76 0.90 1.09 0.00
H -4.47 1.07 -0.48 0.00
H -2.57 2.28 2.27 0.00
H -2.45 4.49 3.32 0.00
H -1.85 6.48 1.99 0.00
H -1.40 6.27 -0.43 0.00
H -1.53 4.07 -1.52 0.00
H 0.02 2.08 -2.39 0.00
H 0.01 2.40 -4.82 0.00
H -2.09 2.13 -6.10 0.00
H -4.18 1.51 -4.95 0.00
H -4.20 1.16 -2.54 0.00
H -2.09 -2.63 -2.12 0.00
H -1.81 -4.89 -3.02 0.00
H -1.44 -6.80 -1.50 0.00
H -1.39 -6.45 0.95 0.00
H -1.67 -4.21 1.88 0.00
H -4.09 -0.53 2.48 0.00
H -4.17 -0.55 4.92 0.00
H -2.36 -1.61 6.22 0.00
H -0.44 -2.65 5.07 0.00
H -0.30 -2.60 2.61 0.00
S 0.22 -0.68 -1.84 -0.05
C 1.00 -2.00 -1.07 0.00
N 1.46 -2.79 -0.37 0.05